{
  "formula": "C7H8N2O2",
  "method": "ωB97M-V/def2-TZVPD",
  "total_energy_ev": -14455.830,
  "e_above_lowest_kcal_mol": 199.0,
  "smiles": "NNC(=O)c1cccc(O)c1",
  "elements": ["C", "C", "C", "C", "C", "C", "C", "H", "H", "H", "H", "H", "H", "H", "H", "N", "N", "O", "O"],
  "positions_angstrom": [[1.614, -1.086, -0.263], [0.262, -0.268, -0.354], [0.000, 0.970, -0.658], [-1.216, 1.551, -0.448], [-2.308, 0.795, -0.225], [-2.161, -0.524, 0.125], [-0.908, -1.139, 0.047], [2.800, 1.472, 0.173], [2.252, 1.087, 1.421], [3.554, -0.821, -0.208], [0.651, 1.589, -0.703], [-1.693, 2.508, -0.439], [-3.182, 0.764, -0.108], [-2.820, -2.164, 0.554], [-0.696, -2.026, 0.428], [2.771, 0.907, 0.789], [2.647, -0.223, 0.025], [1.671, -2.192, -0.580], [-3.238, -1.199, 0.425]]
}



{
  "formula": "C3H5KO7",
  "method": "ωB97M-V/def2-TZVPD",
  "total_energy_ev": -33850.241,
  "total_charge": -2,
  "e_above_lowest_kcal_mol": 0.0,
  "elements": ["K", "O", "C", "O", "O", "H", "O", "C", "O", "O", "H", "C", "O", "H", "H", "H"],
  "positions_angstrom": [[-0.061, -1.042, 0.808], [1.285, 2.536, 3.366], [0.582, 1.790, 2.547], [0.792, 1.726, 1.298], [-0.317, 1.127, 3.111], [0.714, 2.266, 4.089], [3.615, -1.905, -2.298], [2.742, -1.292, -1.549], [2.253, -0.245, -2.045], [2.240, -1.842, -0.524], [3.821, -2.460, -1.542], [-3.541, -0.174, -1.469], [-2.207, -0.414, -1.051], [-4.354, -0.694, -0.963], [-3.832, 0.851, -1.238], [-3.730, -0.226, -2.541]]
}



{
  "formula": "C5H5F",
  "method": "ωB97M-V/def2-TZVPD",
  "total_energy_ev": -7980.804,
  "e_above_lowest_kcal_mol": 33.2,
  "smiles": "C#C/C=C(/C)F",
  "elements": ["C", "C", "C", "C", "C", "H", "H", "H", "H", "H", "F"],
  "positions_angstrom": [[-0.038, -1.007, 1.671], [-0.183, -0.375, 0.343], [0.561, 0.602, -0.188], [0.155, 0.975, -1.483], [-0.184, 1.356, -2.556], [-1.012, -1.021, 2.169], [0.257, -2.032, 1.460], [0.822, -0.610, 2.221], [1.396, 1.182, 0.240], [-0.440, 1.705, -3.546], [-1.335, -0.773, -0.331]]
}



{
  "formula": "C20H29NO4S",
  "method": "ωB97M-V/def2-TZVPD",
  "total_energy_ev": -41727.017,
  "e_above_lowest_kcal_mol": 3.1,
  "smiles": "CCOC(=O)[C@]1(Cc2cccc(OC)c2)CCCN(C(=O)CCSC)C1",
  "elements": ["C", "C", "H", "H", "O", "C", "O", "C", "C", "N", "C", "O", "C", "C", "H", "H", "S", "C", "H", "H", "H", "H", "H", "C", "H", "C", "C", "H", "H", "H", "H", "H", "H", "H", "C", "C", "C", "C", "C", "C", "C", "H", "O", "C", "H", "H", "H", "H", "H", "H", "H", "H", "H", "H", "H"],
  "positions_angstrom": [[-3.896, -3.390, -0.524], [-3.732, -1.902, -0.250], [-3.953, -1.683, 0.799], [-4.377, -1.305, -0.898], [-2.406, -1.456, -0.545], [-1.478, -1.655, 0.390], [-1.682, -2.219, 1.433], [-0.133, -1.050, -0.001], [0.976, -1.954, 0.568], [2.286, -1.492, 0.164], [3.134, -1.014, 1.103], [2.829, -0.966, 2.280], [4.503, -0.528, 0.644], [4.414, 0.916, 0.165], [4.086, 1.573, 0.971], [3.730, 1.015, -0.676], [6.005, 1.551, -0.466], [6.913, 1.747, 1.091], [7.120, 0.775, 1.528], [7.844, 2.247, 0.846], [6.329, 2.359, 1.772], [5.152, -0.577, 1.521], [4.926, -1.165, -0.132], [2.462, -1.509, -1.269], [3.470, -1.208, -1.547], [1.438, -0.584, -1.932], [0.018, -0.971, -1.525], [-0.698, -0.255, -1.929], [-0.218, -1.950, -1.947], [1.540, -0.651, -3.016], [1.642, 0.448, -1.642], [2.301, -2.536, -1.622], [0.935, -1.964, 1.658], [0.833, -2.977, 0.200], [-0.065, 0.338, 0.684], [-1.199, 1.232, 0.272], [-1.073, 2.112, -0.798], [-2.147, 2.887, -1.188], [-3.364, 2.803, -0.532], [-3.499, 1.936, 0.546], [-2.408, 1.164, 0.943], [-2.532, 0.508, 1.791], [-4.640, 1.760, 1.271], [-5.770, 2.528, 0.941], [-6.543, 2.234, 1.650], [-5.574, 3.600, 1.045], [-6.117, 2.319, -0.077], [-4.187, 3.416, -0.864], [-2.044, 3.570, -2.019], [-0.133, 2.198, -1.321], [-0.097, 0.176, 1.763], [0.891, 0.804, 0.445], [-4.928, -3.681, -0.351], [-3.632, -3.615, -1.555], [-3.253, -3.961, 0.140]]
}



{
  "formula": "C10H8N2O",
  "method": "ωB97M-V/def2-TZVPD",
  "total_energy_ev": -15525.086,
  "e_above_lowest_kcal_mol": 45.4,
  "smiles": "[H]\\N=C1/C=CC=C/C1=C/C=C(/O)C#N",
  "elements": ["C", "C", "C", "C", "C", "C", "C", "C", "C", "C", "N", "N", "O", "H", "H", "H", "H", "H", "H", "H", "H"],
  "positions_angstrom": [[3.414, 0.688, 0.800], [-2.500, 0.129, 0.464], [-2.175, 1.427, 0.092], [-1.506, -0.825, 0.527], [-0.882, 1.761, -0.251], [-0.191, -0.520, 0.178], [0.128, 0.789, -0.263], [0.839, -1.497, 0.421], [2.159, -1.320, 0.309], [2.841, -0.118, -0.229], [3.762, 1.325, 1.687], [1.340, 1.052, -0.793], [3.538, -0.198, -1.380], [-3.513, -0.121, 0.736], [-2.940, 2.190, 0.084], [-1.729, -1.828, 0.865], [-0.641, 2.772, -0.548], [0.496, -2.435, 0.835], [2.848, -2.063, 0.693], [1.662, 2.009, -0.788], [3.049, -0.726, -2.026]]
}



Gap between HOMO and LUMO: 9.5, 4.7, 9.8, 9.3, 7.8 (eV)
Largest force on an atom: 13.9, 8.5, 2.1, 0.7, 4.3 (eV Å⁻¹)
LUMO level: 0.69, 4.59, 0.94, 0.68, -0.07 (eV)